Record 1
The following is a quantum chemistry calculation of 21 unconnected molecules or ions with the total composition C28H94NO24, from the OMol25 dataset.

For the total energy, the calculation gives -2983.254811 Eh. The value obtained for the maximum force is 5.2 eV/Å. As for the frontier orbital gap: 7.26 eV.

```
! RIJCOSX wB97M-V def2-TZVPD def2/J DEFGRID3
* xyz 1 1
H -0.62847 0.31605 -1.30357
H -0.52293 0.86035 0.43504
C -4.52632 6.05981 2.07028
H -0.88620 2.53181 1.88958
O -1.91618 1.91019 -0.89810
C -1.10363 3.37476 1.12649
H -4.67815 -1.78197 -0.91222
H 3.02675 7.20372 2.21894
O 4.01687 -4.18338 -5.37126
H 7.92870 0.80057 0.05432
H -2.31800 -1.33515 -2.15499
H -7.33751 0.05279 1.19069
H -0.95990 -1.95079 1.21442
H 5.33605 -6.62457 -3.07657
H -4.73424 5.07411 -1.09448
H 1.68078 1.88067 0.82906
H -5.72177 2.61445 2.96049
O -3.85318 5.39730 3.19383
C 2.84199 3.76987 0.42962
H -7.78790 -4.41139 -1.65676
H -2.47227 -3.46177 0.33412
H 0.17722 3.34835 -0.74137
H 3.61488 -6.52927 0.25874
C -3.67271 6.02366 0.71126
C 5.37146 0.04291 2.22918
H -5.39023 -0.21894 5.60494
H -4.62720 0.79292 1.29038
C -1.71756 -1.08678 1.38468
C 0.27185 3.65358 0.34918
H 6.91154 2.23775 5.40989
H -2.79232 3.78429 -1.78497
H 2.08780 3.04383 -1.63781
H -5.36708 6.21304 4.81597
O -5.89030 -0.06221 3.32081
O 5.48114 -5.69007 -3.28167
H 7.89833 -1.78479 -2.50897
O -5.85441 6.83103 5.37485
H -0.64063 -5.45970 -4.13919
O -9.17532 -5.31159 0.02555
H -9.55593 1.64959 2.27788
O 6.99151 1.39004 4.95628
C -2.61050 4.15093 -0.70590
O -4.76148 0.47935 5.28579
C -4.43577 -2.81020 -0.48482
H 6.69490 -8.05377 -1.81217
H -2.22733 -3.79394 -2.74362
H 3.80142 3.56028 1.00379
H 7.45649 -2.82746 -3.52450
H -7.14414 1.37691 0.47105
C -4.46807 3.57230 0.70304
H 5.63053 1.05622 1.74948
H 3.01276 -0.76178 -0.04165
O 8.05690 2.82445 -0.59936
H 1.57334 3.12573 2.19129
C 4.07569 0.24391 3.16351
C -2.83879 -3.02869 -0.67083
H -1.66287 -4.83163 -1.34205
H 4.81899 2.43182 -0.56594
H 4.92474 3.16814 -2.31044
H 8.57612 3.22832 -1.30531
H -1.85675 4.99933 -0.71929
H 3.23098 0.79250 2.61282
H -3.64637 3.65511 -4.03335
H -1.22309 -7.75199 -6.03763
H -3.43235 -4.94206 -1.79935
O 8.24075 -0.05420 0.38308
H -3.86294 7.02684 0.18269
C -4.02518 4.76730 -0.25836
O -7.41681 0.46627 0.32026
O -8.82725 2.13727 1.87540
H 1.73385 -4.32514 -5.17492
C 2.99295 3.55444 -1.15994
H 3.79351 1.12062 -3.26197
H -4.96033 -3.58884 -1.12609
H 6.07139 -1.09493 0.42495
H 2.60847 4.89896 0.57439
H 0.67538 -2.78793 2.62326
H -5.61021 5.72010 1.96196
C 4.02151 -0.22114 0.02636
H -6.78084 6.64401 5.18062
H -3.85534 2.32592 -3.32200
H 4.58871 -4.73388 -4.81366
O 7.72855 -2.73065 -2.60480
H -5.52500 3.68743 1.09528
H 8.15557 3.43427 0.14216
H 4.74151 -0.89746 -2.03252
H -2.89147 5.36042 3.02031
H 5.32816 -8.31010 -1.19236
H -2.56756 6.04909 1.02085
H 3.11587 4.55508 -1.71972
H -3.35061 -0.23185 -0.03625
H 2.65878 0.96900 -1.79245
H -2.61176 -1.52476 1.93806
C -3.97620 1.56283 1.84446
H 4.43723 -3.31593 -5.35291
H 6.27778 -0.37268 2.78813
H -4.70756 -2.88551 0.63058
O -1.32612 -5.95931 -3.67415
O 5.93214 -3.49873 -0.68740
H -8.97262 2.03248 0.92728
O 4.48908 -6.81725 -0.03228
H 0.11001 -4.19764 2.70804
C -4.74017 2.07363 3.15349
C 1.55126 2.99898 1.05472
C 4.27033 2.61564 -1.56125
H -1.25796 -0.29937 2.08866
C -1.25758 0.71162 -0.42049
O -2.18210 -7.83969 -5.97358
H 6.88703 -3.39806 -0.78312
C -5.15056 0.73335 3.96390
C -2.55279 -4.22138 -1.74328
H 8.80041 0.17506 1.13433
H -10.05407 -4.98987 0.26088
O 1.32137 -5.11616 -5.54200
H -8.64951 -5.15882 0.82021
C 5.08313 -0.95817 0.98649
H -1.46171 4.25933 1.75331
H 5.80815 -4.44920 -0.56618
C -2.05771 -1.69082 -1.09501
H 4.62884 -1.94672 1.31917
H 6.35686 0.82184 5.40949
C -2.23859 2.81371 0.14828
O 0.76274 -3.66683 2.23496
H -4.58170 7.17022 2.38198
H -7.21468 -3.00482 -1.75193
H -2.08515 -5.92427 -4.26990
C -2.24418 -0.49143 -0.00958
C 4.67187 0.05967 -1.42118
C 3.73328 1.18958 -2.12726
H 3.65696 -0.76590 3.48313
N -3.55081 2.64434 0.89618
H 3.79154 0.80494 0.49436
O -3.92643 2.74503 -4.18872
H 6.44078 -5.60909 -3.33689
O -7.12936 -3.88726 -2.13204
H -4.01064 2.63508 3.82071
H -2.31891 -8.77445 -5.77985
H -0.94613 -1.94476 -1.08509
H 0.43230 4.79534 0.35311
O 2.19857 6.72961 2.07437
H 2.04004 -5.55637 -6.00932
O 5.86782 -8.52696 -1.96529
H 5.04027 -6.72086 0.75399
H 5.71895 0.50923 -1.26593
H -3.00490 1.06319 2.21393
H 4.37834 0.89786 4.04696
H 1.68951 6.90084 2.87585
*
```

Record 2
The following is a quantum chemistry calculation of 2 unconnected molecules or ions with the total composition C2H9N2S, from the OMol25 dataset.

For the total energy, the calculation gives -588.919311 Eh. The value obtained for the maximum force is 5.6 eV/Å. For the energy relative to the best compared isomer or geometry (same formula, charge and spin), the calculation gives 94.46 kcal/mol. As for the frontier orbital gap (alpha / beta): 7.26 / 8.15 eV.

```
! RIJCOSX wB97M-V def2-TZVPD def2/J DEFGRID3
* xyz 1 1
N -1.36537 1.56095 0.26359
H -1.68723 1.65228 1.16945
C -1.31787 0.32413 -0.38215
H 1.45359 0.26774 -1.37791
H 1.48665 -1.81885 -0.09401
H -2.18226 -1.88923 -0.43027
H 2.73342 -0.98252 0.40887
N 1.72989 -1.01155 0.30721
H -1.39833 2.45721 -0.26524
H 1.32593 -1.15113 1.24939
H 1.14741 1.16166 0.30377
S -1.63739 -1.15787 0.51688
H -1.55461 0.35457 -1.39070
C 1.26617 0.23262 -0.27890
*
```

Record 3
The following is a quantum chemistry calculation of 2 unconnected molecules or ions with the total composition C7H8BrF2N4O4, from the OMol25 dataset.

For the total energy, the calculation gives -3565.019618 Eh. The value obtained for the maximum force is 0.4 eV/Å. For the energy relative to the best compared isomer or geometry (same formula, charge and spin), the calculation gives 0.00 kcal/mol. As for the frontier orbital gap: 9.48 eV.

```
! RIJCOSX wB97M-V def2-TZVPD def2/J DEFGRID3
* xyz 1 1
N -1.08410 -2.32471 -1.71795
O 1.54548 -1.39485 1.98723
O 0.23346 2.20782 0.23623
C 1.16485 2.14403 -0.74632
N -1.51465 -1.87277 1.68634
N -0.56010 -2.04657 -0.47948
C 0.83803 -1.67747 -0.28971
H 0.96653 -0.59708 -0.38702
C 1.33742 -2.11395 1.07881
N -2.71962 -2.49074 -0.26763
H -3.04826 -2.87560 -2.33343
H 1.00464 3.25522 1.82676
H -2.17742 -2.32346 2.29660
H 0.34649 4.81426 -0.73213
C 1.08755 4.30473 -0.11600
F -0.79804 3.91146 1.29915
H 1.43089 -2.17204 -1.06084
C -2.37545 -2.60993 -1.52951
O 1.40739 1.15078 -1.36317
H 1.79983 5.01784 0.28479
C 0.40891 3.44285 0.93260
F 1.51691 -3.44509 1.14637
H -0.83906 -1.23108 2.06846
C -1.60029 -2.12055 0.37762
O 1.76947 3.32163 -0.91260
Br -0.14086 -2.27473 -3.28515
*
```

Record 4
The following is a quantum chemistry calculation of C5H7N3O in the gas phase, from the OMol25 dataset.

For the total energy, the calculation gives -434.149444 Eh. The value obtained for the maximum force is 17.5 eV/Å. For the energy relative to the best compared isomer or geometry (same formula, charge and spin), the calculation gives 59.53 kcal/mol. As for the SMILES: CC(=O)Nc1ncc[nH]1. As for the frontier orbital gap: 9.25 eV.

```
! RIJCOSX wB97M-V def2-TZVPD def2/J DEFGRID3
* xyz 0 1
C 2.13729 0.88443 -0.11162
H -1.43960 1.46402 0.94384
N 1.54987 -1.27093 0.04046
C 2.57574 -0.35872 0.02615
H 2.74870 1.67984 -0.01893
N -0.89642 -0.92445 -0.05537
C -2.13375 1.19452 0.08269
C -2.10756 -0.23900 0.02766
H -0.94310 -2.03842 -0.28077
H 3.67776 -0.98574 0.16750
H -3.21203 1.57842 0.01264
O -3.11742 -0.89928 -0.10103
H -1.54814 1.62720 -0.60894
N 0.76946 0.79704 -0.18349
H 1.49142 -2.08894 0.11809
C 0.44779 -0.41997 -0.05889
*
```

Record 5
The following is a quantum chemistry calculation of a gas-phase ion, C4H8NO2 (charge -1), from the OMol25 dataset.

For the total energy, the calculation gives -362.487030 Eh. The value obtained for the maximum force is 2.8 eV/Å. For the energy relative to the best compared isomer or geometry (same formula, charge and spin), the calculation gives 23.34 kcal/mol. As for the SMILES: NCCCC(=O)[O-]. As for the frontier orbital gap: 7.88 eV.

```
! RIJCOSX wB97M-V def2-TZVPD def2/J DEFGRID3
* xyz -1 1
H -1.38717 0.43305 -0.61554
O -0.18037 -0.08749 2.23082
N 1.83475 -0.04821 -2.42851
H 0.18028 -1.27039 -2.72309
C -0.41339 0.45573 -0.07467
H 1.23584 -0.94840 0.16220
O -1.96377 1.13664 1.67015
H 1.26257 0.78767 -2.44082
H -0.37026 -1.48527 -0.18873
C 0.89359 -1.05376 -1.90639
H 1.33353 -2.05016 -1.85912
H 2.61268 0.12285 -1.79940
C -0.94843 0.46100 1.42483
C 0.39138 -0.75062 -0.49584
H -0.14063 1.50391 -0.23024
*
```